[1]
11 unconnected molecules or ions with the total composition C36H101N7O11 in a non-equilibrium geometry, computed with ωB97M-V/def2-TZVPD.

XYZ file:
```
155
Properties=species:S:1:pos:R:3
O -3.2455 2.5624 -0.1170
O 4.0760 -1.7772 -6.3883
O -0.6383 -2.8462 7.0804
O -3.0977 -1.3178 -5.1415
O 0.7188 4.4943 5.0500
O 3.3890 -5.5625 -0.1620
O -1.8140 -4.1681 0.0758
O 2.1235 6.1323 -1.6058
O -3.7120 -2.6071 1.9074
O 4.1931 -2.4314 1.4460
O 2.4149 -0.7874 -0.4848
N 3.8152 3.7061 0.6209
N 2.9298 0.4100 -3.6519
N -4.8010 2.6524 2.2505
N 1.7790 2.9575 2.9138
N -0.0468 0.6025 -5.5836
N -0.0534 -2.9875 4.1937
N -3.3063 -3.7642 -3.2877
C 0.2581 -1.8545 5.0750
C -5.3904 2.8314 0.8910
C 4.7010 -1.3242 -3.6122
C 3.1522 3.2488 -1.6629
C 0.4770 3.6096 2.8641
C 4.8346 -1.1169 -7.3689
C -4.5654 2.0670 -0.1402
C 0.1731 -0.8173 0.4769
C -0.8213 -1.7699 6.1680
C 0.3368 -0.5318 4.3093
C -0.8087 -0.0107 -3.3206
C -2.3389 1.8182 -0.8876
C 3.4344 4.3436 -0.6383
C -3.3403 -2.1883 -1.4494
C -5.5057 4.3136 0.5304
C 2.1220 -4.9386 -0.0706
C 1.9293 -3.8681 -1.1449
C 1.5387 -0.1468 0.4482
C -0.1583 3.7007 4.2437
C -2.4938 -4.5523 -1.1069
C -1.5625 -5.2800 0.9368
C -2.4297 -0.0934 -5.3068
C 0.1877 4.7673 6.3176
C -3.9151 -0.7697 3.5076
C 4.4561 -1.7751 2.6910
C 5.1825 -0.4629 2.4442
C -2.6026 -3.3822 -2.0468
C -4.1516 -1.4319 -6.0921
C 2.3268 5.3759 -0.4428
C 3.9125 -0.3451 -4.4532
C -1.7459 -3.7095 7.1898
C 0.8191 6.6893 -1.6345
C 3.1950 -0.9509 -5.6506
C -0.4485 2.9403 1.8543
C -3.0800 -1.4414 2.4498
C -0.9777 -0.2055 -4.8098
H 3.3246 0.6376 -2.7449
H 4.4759 4.2269 1.1754
H -1.3889 2.3246 -1.0357
H -0.1771 0.5542 -6.5838
H 6.0619 -0.6120 1.8193
H 0.9071 0.3559 -5.3603
H -1.5962 -3.0735 -2.3711
H 0.4463 0.2719 5.0471
H 5.5414 -0.0237 3.3771
H 5.6554 -1.7563 -7.6903
H 0.8839 5.4327 6.8273
H 3.4794 -1.6407 3.1682
H -2.7818 1.5759 -1.8616
H 4.6681 0.3699 -4.8188
H 3.7020 -1.8136 0.8932
H -1.9303 -4.1797 6.2185
H -5.0273 2.1052 -1.1337
H 1.4535 4.8230 -0.0703
H 0.2379 -1.8113 0.9214
H -4.1746 -1.3880 4.3702
H 3.9914 2.5861 -1.8654
H 4.0208 -2.0891 -3.2138
H -0.7327 1.9216 2.1232
H -3.6397 -1.4070 -2.1408
H 2.8429 1.2950 -4.1447
H 2.0014 -0.2935 1.4259
H 2.1049 -0.5297 -1.3615
H 0.5247 7.2726 -0.7549
H 1.2948 -5.6598 -0.1221
H -6.1747 4.4104 -0.3308
H -2.8616 -4.4909 -3.8444
H -1.9036 -5.3337 -1.6040
H 1.4166 0.9274 0.2824
H -4.1954 -2.5550 -0.8726
H -1.4908 -0.6297 -2.7376
H 2.3706 -1.6400 -5.4296
H 5.2841 -0.1917 -6.9894
H -0.8838 1.0414 -3.0459
H 0.6152 4.6769 2.6189
H 2.3236 2.5941 -1.3595
H 3.3137 -6.4116 0.2808
H 0.2074 -0.3399 -3.0770
H 5.1286 -0.8533 -2.7242
H 0.7824 7.3842 -2.4724
H -4.7246 -2.3256 -5.8605
H 0.0557 3.0092 0.8914
H -1.3992 3.4814 1.8912
H 2.8261 -3.2551 -1.0510
H -4.5093 4.7391 0.4789
H -0.8543 -4.8928 1.6660
H -0.8194 5.1931 6.2758
H -6.3629 2.3279 0.8288
H 2.2963 3.2475 3.7356
H -2.1088 -1.7208 2.8701
H 2.2881 3.3018 2.0971
H 4.2570 -0.8512 -8.2617
H 4.0795 2.7513 0.4478
H -3.7278 -1.5443 -7.0961
H -3.1784 -2.9542 -3.8906
H -1.5264 -4.5459 7.8597
H -2.9457 -0.7555 1.6013
H -4.8754 3.5601 2.6913
H 4.4654 0.1866 1.9368
H -3.0944 -2.9457 1.2461
H 1.9904 -4.4469 0.9036
H 0.1364 3.8719 6.9559
H 2.7721 3.7429 -2.5615
H -3.8208 2.4577 2.0608
H -2.6067 -3.2086 7.6437
H -1.0117 -5.9862 0.3004
H 0.3007 -2.7693 3.2651
H -4.5163 1.0097 0.1702
H -2.3287 0.2037 -6.3613
H 2.6905 -0.1639 -6.2321
H -1.7946 -1.8361 5.6765
H 1.9697 -4.2803 -2.1543
H -0.7403 -1.2609 -5.0262
H -0.5049 -0.1918 1.0657
H -3.3489 0.1129 3.8171
H 4.2681 4.9376 -1.0477
H 0.9970 -3.3590 -0.9183
H -0.1750 2.7330 4.7629
H 1.2004 -1.9705 5.6238
H 1.3165 -0.4722 3.8326
H 0.4995 -3.7799 4.5058
H 0.1130 5.8626 -1.7628
H -6.1420 4.7927 1.2837
H -4.8968 -0.4038 3.1958
H 5.4782 -1.8515 -4.1580
H -0.3061 -0.9305 -0.4993
H 5.0522 -2.4431 3.3115
H -4.7656 -0.5289 -6.1036
H 2.7156 6.0251 0.3526
H -2.7064 -1.7778 -0.6529
H -1.1554 4.1451 4.1752
H -2.4817 -5.7225 1.3205
H -2.1598 0.8498 -0.3964
H -0.6500 -0.8656 6.7583
H -0.5891 -0.3659 3.7639
H -3.4891 -4.9388 -0.8560
H -2.9790 0.7317 -4.8357
```

As for the spin multiplicity: 1. For the maximum force, the calculation gives 1.688 eV Å⁻¹. The HOMO-LUMO gap comes out at 9.5 eV. The energy comes out at -71918.039 eV. For the energy above the lowest of the compared OMol25 structures with the same formula, charge and spin, the calculation gives 27.0 kcal/mol. Its SMILES is COC[C@H](C)N.COC[C@H](C)N.COC[C@H](C)N.COC[C@H](C)N.COC[C@H](C)N.COC[C@H](C)N.COC[C@H](C)N.CCO.CCO.CCO.CCO.

***

[2]
6 unconnected molecules or ions with the total composition C38H84N4O6 in a non-equilibrium geometry, computed with ωB97M-V/def2-TZVPD.

XYZ file:
```
132
Properties=species:S:1:pos:R:3
O 27.1298 -5.7886 -23.3241
O 27.8740 -9.9147 -12.1313
O 27.7439 -10.4592 -25.6164
O 23.3490 -10.4243 -19.6289
O 21.2626 -14.3916 -21.0052
O 20.4789 -7.4932 -16.6395
N 27.5988 -10.7585 -13.2227
N 19.9566 -14.5899 -21.4407
N 26.1306 -5.3433 -22.5593
N 19.1613 -7.7454 -16.3398
C 26.4766 -11.6444 -12.9370
C 26.4565 -12.7203 -14.0314
C 29.3223 -9.5285 -14.5378
C 18.6181 -8.9189 -18.5743
C 26.8265 -9.0075 -14.8916
C 18.3840 -7.7193 -17.5992
C 19.5944 -17.0670 -21.2115
C 27.8374 -11.2775 -15.5428
C 26.6892 -12.3873 -11.5792
C 18.5583 -6.4064 -18.3673
C 25.3472 -3.4832 -24.1458
C 20.0821 -15.3727 -23.8699
C 27.5914 -5.6135 -20.5305
C 18.1329 -14.0258 -22.9938
C 26.6421 -4.6574 -21.2942
C 17.2926 -15.2675 -22.5070
C 27.8914 -10.0792 -14.5543
C 23.8684 -4.3894 -22.3712
C 24.4528 -5.8145 -24.3199
C 18.8648 -8.6706 -15.2037
C 19.2313 -10.1761 -15.5368
C 28.5683 -11.1661 -24.6807
C 19.4996 -15.6808 -19.2289
C 26.5823 -12.1321 -15.4312
C 16.8408 -7.6896 -17.2170
C 20.2362 -12.9054 -23.2902
C 19.6583 -14.2493 -22.9202
C 17.6826 -15.3983 -21.0075
C 24.2926 -3.5731 -21.1386
C 24.1326 -9.7286 -20.6049
C 17.3630 -8.5401 -14.8801
C 25.1283 -10.9318 -12.8393
C 25.4326 -4.3337 -20.3952
C 19.2344 -15.6741 -20.7290
C 19.6550 -8.2157 -13.9690
C 27.4346 -3.3208 -21.5682
C 16.4717 -8.7347 -16.1623
C 25.0194 -4.7174 -23.3515
H 27.6953 -10.9068 -16.5580
H 29.8501 -9.4823 -15.4904
H 26.9405 -6.7252 -23.4163
H 25.1152 -10.1710 -20.7683
H 29.6160 -10.8846 -24.7863
H 17.3405 -14.4692 -20.5517
H 18.9028 -17.3818 -21.9929
H 24.1595 -6.7505 -23.8445
H 28.5100 -10.4667 -11.6705
H 16.6717 -6.6970 -16.7995
H 27.1796 -6.6078 -20.3577
H 27.7391 -12.6084 -11.3873
H 15.4189 -8.5501 -15.9490
H 21.3201 -13.0175 -23.2643
H 30.0995 -10.0876 -14.0168
H 23.5408 -5.4499 -24.7925
H 28.7379 -11.8887 -15.6037
H 28.1570 -11.0210 -23.6818
H 26.6441 -12.9699 -16.1258
H 18.9563 -14.8535 -18.7724
H 18.7290 -9.8971 -18.1064
H 27.2596 -8.1744 -15.4453
H 23.0878 -3.7726 -22.8166
H 25.0585 -6.1041 -25.1785
H 18.5480 -10.5821 -16.2827
H 25.7718 -3.6650 -19.6041
H 20.6109 -17.1576 -21.5944
H 18.2304 -5.5020 -17.8547
H 20.2673 -10.3082 -15.8487
H 25.0417 -5.1882 -19.8430
H 19.5782 -16.3330 -23.7600
H 24.6905 -10.7811 -13.8262
H 17.8150 -13.1732 -22.3938
H 26.3389 -3.5066 -24.5975
H 17.8404 -9.0571 -19.3254
H 17.7431 -13.7325 -23.9685
H 28.3654 -3.4826 -22.1119
H 20.0353 -12.5793 -24.3107
H 19.2519 -7.3086 -13.5186
H 23.4504 -5.3166 -21.9790
H 24.3144 -11.3309 -12.2339
H 26.9104 -2.5123 -22.0775
H 25.7117 -11.5963 -15.8095
H 16.1170 -7.7054 -18.0318
H 29.3066 -8.5154 -14.1359
H 27.0402 -10.9733 -26.0191
H 17.0977 -16.1375 -20.4602
H 26.3852 -11.7894 -10.7200
H 20.6697 -8.2532 -17.1941
H 17.0437 -7.5907 -14.4502
H 19.6213 -6.2080 -18.5040
H 27.1946 -13.5081 -13.8811
H 21.1218 -15.6473 -23.6920
H 19.1773 -16.5674 -18.6829
H 21.6838 -15.2033 -21.2973
H 19.9332 -12.0671 -22.6628
H 20.5629 -15.5583 -19.0225
H 24.3195 -8.7401 -20.1853
H 25.2462 -2.5347 -23.6184
H 19.5286 -8.7451 -19.1477
H 26.3994 -8.5346 -14.0073
H 26.0461 -9.3616 -15.5652
H 28.5034 -12.2306 -24.9061
H 26.1382 -13.3274 -11.6029
H 24.6421 -3.4908 -24.9770
H 27.9664 -5.2122 -19.5890
H 17.0422 -9.2923 -14.1593
H 19.1987 -10.8715 -14.6981
H 19.9515 -15.1402 -24.9268
H 16.4349 -9.7600 -16.5306
H 22.8411 -11.1179 -20.0562
H 28.4157 -5.8315 -21.2095
H 20.7101 -8.0009 -14.1384
H 27.6867 -2.9531 -20.5735
H 19.4444 -17.8685 -20.4882
H 23.4483 -3.4332 -20.4635
H 25.2796 -9.9337 -12.4282
H 19.6267 -8.9016 -13.1223
H 24.7043 -2.6105 -21.4421
H 17.9791 -6.4915 -19.2868
H 17.5699 -16.1695 -23.0526
H 25.5142 -13.2589 -13.9310
H 16.2385 -15.0992 -22.7274
H 23.5282 -9.6326 -21.5069
```

As for the spin multiplicity: 1. For the maximum force, the calculation gives 4.502 eV Å⁻¹. The HOMO-LUMO gap comes out at 8.3 eV. The energy comes out at -59005.489 eV. For the energy above the lowest of the compared OMol25 structures with the same formula, charge and spin, the calculation gives 73.4 kcal/mol. Its SMILES is CC1(C)CCCC(C)(C)N1O.CC1(C)CCCC(C)(C)N1O.CC1(C)CCCC(C)(C)N1O.CC1(C)CCCC(C)(C)N1O.CO.CO.

***

[3]
A molecular structure, C2H2BrCl2F in a non-equilibrium geometry, computed with ωB97M-V/def2-TZVPD.

XYZ file:
```
8
Properties=species:S:1:pos:R:3
Br 2.1799 -0.3649 -0.4145
Cl -2.0782 1.0748 0.1495
Cl 0.5794 1.7753 1.2118
F -0.7042 -0.3521 1.6171
C -0.5398 0.4745 0.5986
C 0.4256 -0.6298 -0.7676
H 0.0535 -0.2130 -1.7403
H 0.0839 -1.7648 -0.6546
```

As for the spin multiplicity: 3. For the maximum force, the calculation gives 7.505 eV Å⁻¹. The HOMO-LUMO gap (alpha / beta) comes out at 6.4 / 7.0 eV. The energy comes out at -99904.667 eV. For the energy above the lowest of the compared OMol25 structures with the same formula, charge and spin, the calculation gives 55.3 kcal/mol. As for the expectation value of S²: 2.007.

***

[4]
A molecular structure, C27H34BrClFN7O6SiSm in a non-equilibrium geometry, computed with ωB97M-V/def2-TZVPD.

XYZ file:
```
79
Properties=species:S:1:pos:R:3
Sm -10.0738 -9.5245 10.5549
Br -15.8383 -10.4764 13.0646
Cl -9.7841 -9.8086 17.0154
Si -9.7076 -4.1266 11.5939
F -11.9480 -7.8338 11.3387
O -13.3033 -12.4569 8.9061
O -12.3696 -10.2767 6.9435
O -8.3874 -7.4455 10.2198
O -11.6543 -10.0110 9.0071
O -10.2959 -7.8300 8.4890
O -7.1936 -6.0576 8.9125
N -10.4761 -7.0138 13.9088
N -9.0537 -8.5255 12.7127
N -16.1610 -9.8426 10.4118
N -7.8265 -8.9680 12.8547
N -9.2513 -7.6369 13.7125
N -8.2361 -7.5431 14.5327
N -10.8569 -5.3280 11.7367
C -9.1157 -7.1406 8.0192
C -13.6934 -7.0053 10.1082
C -10.8657 -11.4622 12.8971
C -15.0748 -10.8951 8.5667
C -10.2712 -10.5502 15.4534
C -9.4919 -11.6129 14.9693
C -10.0297 -2.5643 12.5836
C -15.9353 -10.0010 9.0961
C -11.6953 -9.7282 7.8125
C -8.1338 -6.9213 9.1677
C -14.4490 -11.6014 10.7199
C -12.8236 -4.4134 10.5615
C -11.6157 -10.4567 13.5084
C -7.3826 -8.3345 13.9249
C -8.3191 -10.4900 9.1264
C -9.8516 -12.0288 13.6532
C -12.0556 -5.4533 11.0655
C -15.5040 -10.6705 11.1487
C -9.6902 -3.4623 9.8191
C -8.1790 -4.9109 12.1736
C -14.2312 -11.6740 9.4040
C -11.0884 -8.3590 7.4586
C -11.3820 -10.0343 14.8400
C -12.6043 -6.7444 10.8519
C -11.0512 -11.6896 11.4432
C -14.4006 -5.9296 9.5006
C -14.0024 -4.6366 9.7369
H -10.3483 -6.4633 14.7834
H -8.2145 -5.8243 11.6322
H -6.4606 -8.4926 14.4717
H -10.6318 -6.4058 13.0851
H -7.7972 -9.8408 8.3042
H -13.8741 -12.2553 11.4308
H -14.6991 -3.8305 9.4908
H -9.4659 -1.7602 12.2282
H -10.2139 -4.0421 9.1128
H -13.9980 -8.1082 10.0098
H -7.2123 -4.4658 11.9446
H -12.4880 -9.9509 13.0576
H -8.6530 -7.7184 7.1942
H -9.6970 -2.8005 13.7382
H -12.3709 -3.4139 10.5649
H -9.3078 -12.8858 13.1826
H -15.2901 -6.1279 8.8791
H -10.0559 -2.4152 9.8381
H -15.0919 -10.9970 7.5346
H -10.6759 -12.6336 11.0032
H -11.0573 -2.3001 12.5024
H -9.4618 -6.1269 7.7610
H -11.8926 -7.6617 7.4163
H -8.5404 -11.4709 8.7199
H -12.9573 -11.9223 8.1882
H -8.3149 -5.0377 13.2217
H -8.7088 -12.0121 15.5862
H -12.0152 -9.2552 15.2602
H -6.8260 -5.8305 9.7895
H -10.6782 -8.4625 6.4453
H -12.0538 -11.4181 11.1027
H -8.6594 -3.2910 9.4260
H -7.5372 -10.6423 9.8016
H -16.5402 -9.4938 8.3948
```

As for the spin multiplicity: 6. The charge is -1. For the maximum force, the calculation gives 4.021 eV Å⁻¹. The HOMO-LUMO gap (alpha / beta) comes out at 6.5 / 6.5 eV. The energy comes out at -162330.832 eV. For the energy above the lowest of the compared OMol25 structures with the same formula, charge and spin, the calculation gives 0.0 kcal/mol. As for the expectation value of S²: 8.760.

***

[5]
C5H7ClN2 in the gas phase in a non-equilibrium geometry, computed with ωB97M-V/def2-TZVPD.

XYZ file:
```
15
Properties=species:S:1:pos:R:3
Cl -2.3675 -0.9284 0.7668
N -0.5079 0.0508 -0.8651
N 0.1132 -1.0499 -1.0996
C 1.1639 -1.5684 -0.6171
C -2.2696 1.5986 -0.3121
C 2.2035 0.1153 0.8854
C 2.0047 -1.1400 0.4982
C -1.5881 0.2828 -0.2757
H -3.2822 1.4797 -0.6961
H 2.8648 0.3615 1.6987
H 1.4700 -2.4862 -1.1089
H 2.5356 -1.9463 0.9921
H -2.3414 2.0144 0.6918
H -1.7095 2.2781 -0.9486
H 1.7106 0.9380 0.3903
```

As for the spin multiplicity: 1. For the maximum force, the calculation gives 2.022 eV Å⁻¹. The HOMO-LUMO gap comes out at 9.6 eV. The energy comes out at -20798.936 eV. For the energy above the lowest of the compared OMol25 structures with the same formula, charge and spin, the calculation gives 53.8 kcal/mol. Its SMILES is C=C/C=N\N=C(\C)Cl.

***

[6]
C4H5NO2 in the gas phase in a non-equilibrium geometry, computed with ωB97M-V/def2-TZVPD.

XYZ file:
```
12
Properties=species:S:1:pos:R:3
O -2.5518 -0.5284 -0.6666
O 0.3432 1.3816 -0.0722
N -0.6662 -0.5438 0.8451
C -0.7872 0.8251 0.6458
C -1.6613 -0.1127 -0.0079
C 0.9818 0.3266 -0.7438
C 0.6460 -0.8863 0.1773
H 1.2580 -0.7660 0.9922
H 2.0309 0.5891 -0.7015
H 0.5738 0.1672 -1.7515
H -0.8657 1.5048 1.5365
H 0.6984 -1.9571 -0.2533
```

As for the spin multiplicity: 3. For the maximum force, the calculation gives 4.650 eV Å⁻¹. The HOMO-LUMO gap (alpha / beta) comes out at 6.7 / 8.3 eV. The energy comes out at -9807.501 eV. For the energy above the lowest of the compared OMol25 structures with the same formula, charge and spin, the calculation gives 50.1 kcal/mol. As for the expectation value of S²: 2.010.

***

[7]
C3H4N2O3 in the gas phase in a non-equilibrium geometry, computed with ωB97M-V/def2-TZVPD.

XYZ file:
```
12
Properties=species:S:1:pos:R:3
O 0.1349 2.6440 0.4680
O 1.4039 0.6922 0.0435
O 1.8716 -1.5597 -0.2665
N 1.1071 -0.8910 0.4612
N -0.7049 -2.0296 -0.5240
C -0.8765 0.4568 0.2453
C -0.3893 -0.9079 0.1400
C 0.2376 1.3058 0.3364
H -1.6129 -1.7770 -0.8469
H -1.8053 1.0528 0.1142
H 1.4980 -1.7926 -1.1744
H -0.8643 2.8062 1.0030
```

As for the spin multiplicity: 1. For the maximum force, the calculation gives 5.136 eV Å⁻¹. The HOMO-LUMO gap comes out at 8.7 eV. The energy comes out at -12292.848 eV. For the energy above the lowest of the compared OMol25 structures with the same formula, charge and spin, the calculation gives 141.8 kcal/mol. Its SMILES is [H]/N=c1\cc(O)on1O.